1.
C2H4N2O | ωB97M-V/def2-TZVPD

XYZ file:
```
9
Properties=species:S:1:pos:R:3
C -0.16 -0.37 -0.06
C 0.22 0.65 0.93
H 0.13 -0.50 -2.20
H 0.00 1.23 -1.53
H -0.64 -1.72 1.20
H 0.36 1.75 0.64
N 0.18 0.13 -1.31
N -0.42 -1.58 0.18
O 0.32 0.41 2.14
```

## Properties
HOMO level in eV: -9.822
Maximum force in Eh/bohr: 0.092
LUMO level in Eh: -0.00450
Relative energy (zero: lowest compared OMol25 entry of this formula, charge and spin) in kcal/mol: 28.8
Orbital gap in Ha: 0.3565
2S+1: 1

---

2.
C6H14N2O2 | ωB97M-V/def2-TZVPD

XYZ file:
```
24
Properties=species:S:1:pos:R:3
C -1.12 1.65 -2.75
C 2.33 0.86 -1.24
C 0.02 0.96 -1.93
O 0.02 -0.20 -1.65
N 1.25 1.71 -1.85
H -2.11 1.69 -2.21
H 1.37 2.68 -1.55
H 2.55 0.00 -2.07
H -0.90 2.69 -2.91
H -1.24 1.02 -3.62
H 3.06 1.67 -1.26
H 2.03 0.62 -0.19
C 1.08 -1.88 1.08
C -2.17 -0.12 1.93
C -0.90 -0.95 2.23
O -0.55 -1.17 3.35
N -0.16 -1.14 1.16
H -0.48 -0.70 0.26
H 1.05 -2.66 1.89
H -3.09 -0.69 1.90
H 1.35 -2.31 0.16
H 1.97 -1.23 1.36
H -2.33 0.79 2.62
H -2.07 0.37 0.96
```

## Properties
HOMO level in eV: -9.239
Maximum force in Eh/bohr: 0.083
LUMO level in Eh: 0.02084
Relative energy (zero: lowest compared OMol25 entry of this formula, charge and spin) in kcal/mol: 46.9
Orbital gap in Ha: 0.3604
2S+1: 1

---

- The highest HOMO level belongs to which entry?
  C6H14N2O2

---

- Among the records above, which one has the lowest maximum force?
  C6H14N2O2